Computed, not measured: 8 unconnected molecules or ions with the total composition C18H55N3O11 at a distorted geometry, with the ωB97M-V functional and the def2-TZVPD basis.

The geometry in XYZ format:
```
87
C18H55N3O11, DFT the ωB97M-V functional and the def2-TZVPD basis
O 0.744 -2.731 0.352
H 1.375 -1.946 0.394
H 0.804 -3.058 -0.606
O 0.690 -2.491 3.631
H 0.047 -1.800 3.572
H 0.873 -2.810 2.727
O -1.886 -0.972 3.618
H -2.519 -1.646 3.945
H -2.261 -0.083 3.799
O -1.678 -1.298 0.755
H -1.746 -1.246 1.689
H -0.914 -1.880 0.541
O -2.316 0.680 -1.181
H -2.960 1.115 -0.652
H -2.113 -0.035 -0.554
C -5.359 -0.611 0.225
O -4.801 0.557 0.905
C -5.078 0.480 2.305
C -4.553 1.734 3.012
N -3.086 1.761 2.911
C -2.381 2.788 3.608
C -2.354 4.180 2.865
O -1.508 4.037 1.741
C -1.422 5.283 1.039
H -5.484 -0.421 -0.854
H -6.316 -0.899 0.669
H -4.607 -1.414 0.309
H -4.621 -0.417 2.684
H -6.175 0.471 2.491
H -4.760 1.630 4.137
H -5.139 2.634 2.619
H -2.769 1.492 1.960
H -1.307 2.510 3.631
H -2.817 2.819 4.634
H -2.003 4.952 3.544
H -3.384 4.576 2.582
H -2.433 5.579 0.704
H -0.824 5.087 0.177
H -1.064 6.034 1.726
C 5.784 1.226 0.028
O 5.019 0.150 0.415
C 4.184 0.445 1.524
C 3.020 -0.557 1.491
N 2.071 -0.211 0.389
C 1.158 0.804 0.765
C 0.548 1.416 -0.516
O 1.551 2.166 -1.139
C 1.145 2.732 -2.321
H 6.524 1.509 0.781
H 5.215 2.138 -0.268
H 6.364 0.948 -0.898
H 3.814 1.434 1.503
H 4.717 0.410 2.495
H 2.524 -0.711 2.400
H 3.620 -1.474 1.213
H 2.570 0.072 -0.447
H 1.643 1.633 1.258
H 0.332 0.396 1.408
H -0.308 2.073 -0.275
H 0.194 0.593 -1.213
H 1.819 3.603 -2.601
H 0.185 3.266 -2.086
H 0.973 2.082 -3.206
C -2.628 -3.225 -3.196
O -1.344 -2.966 -3.583
C -0.672 -1.941 -2.812
C 0.837 -2.029 -2.995
N 1.244 -3.395 -2.624
C 2.664 -3.497 -2.281
C 3.696 -3.335 -3.353
O 3.738 -2.026 -3.875
C 4.641 -1.058 -3.471
H -3.156 -3.806 -3.973
H -3.150 -2.307 -2.910
H -2.736 -3.931 -2.300
H -0.822 -2.099 -1.705
H -1.113 -0.948 -3.059
H 1.301 -1.290 -2.311
H 1.258 -1.720 -4.016
H 1.057 -4.143 -3.337
H 2.862 -4.470 -1.812
H 2.847 -2.734 -1.525
H 3.472 -4.005 -4.171
H 4.696 -3.501 -3.024
H 5.654 -1.255 -3.855
H 4.809 -0.985 -2.342
H 4.280 -0.116 -3.824
```

Values from the calculation:
Energy ... -46546.9726 eV
SMILES ... COCCNCCOC.COCCNCCOC.COCCNCCOC.O.O.O.O.O
E_HOMO ... -8.806 eV
Charge ... 0
Max |F| ... 3.9 eV/Å

***

Computed, not measured: a molecular structure, C18H55N5O12 at a distorted geometry, with the ωB97M-V functional and the def2-TZVPD basis.

The geometry in XYZ format:
```
90
C18H55N5O12, DFT the ωB97M-V functional and the def2-TZVPD basis
N -19.355 19.260 -21.071
H -18.742 18.667 -21.612
H -19.333 20.220 -21.384
H -19.001 19.215 -20.126
H -20.265 18.838 -21.180
N -22.140 19.832 -21.003
O -21.428 18.818 -20.667
O -22.361 20.776 -20.331
O -22.761 19.766 -22.041
C -20.831 19.814 -18.258
C -19.346 19.811 -18.292
O -18.789 18.807 -19.044
O -21.388 18.475 -18.476
H -21.208 20.446 -19.062
H -21.296 20.225 -17.361
H -18.840 19.872 -17.328
H -19.024 20.773 -18.692
H -19.034 17.933 -18.731
H -21.573 18.358 -19.410
C -20.916 17.249 -24.820
C -20.574 17.022 -23.315
O -20.646 18.169 -22.524
O -19.931 18.053 -25.583
H -21.918 17.653 -24.967
H -21.142 16.335 -25.368
H -19.594 16.547 -23.354
H -21.175 16.201 -22.924
H -21.527 18.240 -22.147
H -20.016 17.894 -26.526
C -18.562 21.341 -23.152
C -19.004 19.987 -23.731
O -18.565 18.946 -22.926
O -19.171 21.538 -21.876
H -18.844 22.114 -23.868
H -17.475 21.388 -23.096
H -18.717 19.878 -24.777
H -20.094 19.993 -23.716
H -18.750 18.065 -23.262
H -20.015 21.896 -22.161
C -16.251 19.404 -18.745
C -16.196 18.664 -20.174
C -15.744 17.195 -20.144
O -14.434 17.193 -19.536
C -13.738 16.101 -20.062
N -17.405 19.038 -20.778
H -15.424 19.123 -18.092
H -17.116 19.084 -18.163
H -16.346 20.487 -18.829
H -15.357 19.213 -20.601
H -15.796 16.938 -21.202
H -16.352 16.517 -19.545
H -14.182 15.172 -19.703
H -12.733 15.956 -19.665
H -13.769 16.015 -21.148
H -17.308 20.043 -20.787
H -17.367 18.796 -21.758
C -15.418 22.037 -19.859
C -16.715 22.247 -20.609
C -16.390 22.448 -22.080
O -15.625 23.667 -22.118
C -14.855 23.833 -23.298
N -17.581 21.084 -20.437
H -14.867 21.166 -20.215
H -15.429 21.978 -18.770
H -14.651 22.720 -20.225
H -17.229 23.167 -20.330
H -17.220 22.616 -22.766
H -15.858 21.571 -22.447
H -13.881 23.398 -23.073
H -14.575 24.856 -23.552
H -15.308 23.446 -24.211
H -18.375 21.271 -21.032
H -17.980 21.294 -19.533
C -17.171 17.867 -25.153
C -16.348 17.178 -24.078
C -17.102 16.286 -23.024
O -18.247 16.980 -22.527
C -18.829 16.488 -21.342
N -15.445 16.283 -24.716
H -17.568 17.168 -25.889
H -16.506 18.589 -25.627
H -17.990 18.380 -24.648
H -15.773 17.956 -23.575
H -16.478 16.075 -22.155
H -17.333 15.280 -23.375
H -19.866 16.814 -21.262
H -18.384 16.882 -20.428
H -18.966 15.413 -21.456
H -15.566 16.225 -25.717
H -14.458 16.288 -24.501
```

Values from the calculation:
Energy ... -51548.1799 eV
E_HOMO ... -6.506 eV
Charge ... 0
Max |F| ... 12.1 eV/Å

***

Computed, not measured: 7 unconnected molecules or ions with the total composition C18H56N5O6 at a distorted geometry, with the ωB97M-V functional and the def2-TZVPD basis.

The geometry in XYZ format:
```
85
C18H56N5O6, DFT the ωB97M-V functional and the def2-TZVPD basis
N 0.247 0.167 0.567
H 0.242 1.118 1.041
H 0.569 -0.558 1.087
H 0.753 0.282 -0.337
H -0.755 -0.265 0.314
C 3.796 1.357 0.016
C 3.550 0.648 -1.361
C 4.830 0.090 -1.944
O 4.563 -0.369 -3.298
C 5.728 -0.397 -4.125
N 2.756 -0.539 -1.260
H 4.475 2.255 0.031
H 3.833 0.774 0.872
H 2.763 1.801 0.072
H 3.145 1.383 -2.102
H 5.513 -0.419 -1.333
H 5.428 0.858 -2.181
H 6.415 -1.124 -3.755
H 6.118 0.508 -4.402
H 5.434 -0.642 -5.234
H 3.262 -1.238 -0.620
H 2.791 -1.016 -2.338
C -2.618 0.237 -2.766
C -1.592 -0.620 -3.407
C -0.857 0.157 -4.563
O -1.897 0.431 -5.590
C -1.725 1.621 -6.355
N -0.572 -0.990 -2.493
H -2.071 1.250 -2.540
H -2.959 -0.111 -1.855
H -3.429 0.534 -3.406
H -2.086 -1.448 -3.872
H -0.069 -0.386 -4.983
H -0.159 0.907 -4.115
H -2.460 1.584 -7.115
H -0.946 1.769 -6.803
H -1.875 2.639 -5.551
H 0.314 -1.205 -2.953
H -0.858 -1.805 -1.998
C 1.181 3.605 3.753
C -0.118 2.902 3.917
C -1.322 3.542 3.155
O -2.520 2.740 3.280
C -3.594 3.271 2.552
N -0.036 1.549 3.436
H 0.981 4.710 4.017
H 1.424 3.523 2.686
H 1.982 3.226 4.368
H -0.561 3.050 5.052
H -0.939 3.687 2.154
H -1.417 4.487 3.475
H -3.583 3.023 1.457
H -3.898 4.319 2.546
H -4.452 2.645 2.977
H -1.095 1.438 3.356
H 0.369 0.990 4.224
C 0.596 -3.790 2.789
C 0.074 -4.289 1.457
C -1.150 -5.122 1.755
O -2.144 -4.350 2.248
C -2.934 -4.962 3.213
N -0.307 -3.206 0.718
H 1.291 -3.020 2.804
H 1.119 -4.421 3.302
H -0.386 -3.348 3.284
H 0.849 -4.868 0.973
H -0.781 -6.024 2.345
H -1.565 -5.606 0.736
H -3.750 -4.274 3.250
H -2.256 -5.147 4.043
H -3.543 -5.800 2.756
H -1.370 -3.043 1.056
H -0.285 -3.448 -0.245
C 0.171 2.923 -1.725
O -0.715 2.778 -0.805
H 1.112 3.241 -1.328
H -0.092 3.642 -2.384
H 0.527 1.828 -2.227
H -1.422 3.295 -0.957
C -2.302 -0.927 3.092
O -2.677 -0.272 1.979
H -2.808 -0.550 4.184
H -1.133 -0.885 3.192
H -2.511 -1.857 3.012
H -3.610 -0.439 1.733
```

Values from the calculation:
Energy ... -39292.1472 eV
E_HOMO ... -11.765 eV
Charge ... +1
Max |F| ... 11.9 eV/Å

***

Computed, not measured: 11 unconnected molecules or ions with the total composition C18H58O11 at a distorted geometry, with the ωB97M-V functional and the def2-TZVPD basis.

The geometry in XYZ format:
```
87
C18H58O11, DFT the ωB97M-V functional and the def2-TZVPD basis
C -3.538 -1.909 0.405
O -4.513 -1.176 -0.305
H -3.756 -2.976 0.483
H -2.493 -1.762 0.115
H -3.555 -1.519 1.427
H -4.762 -1.646 -1.104
C -2.380 -2.027 4.556
O -3.294 -3.103 4.610
H -2.593 -1.359 5.390
H -1.337 -2.355 4.602
H -2.481 -1.380 3.676
H -3.133 -3.654 3.837
C -0.302 -3.837 0.900
O -1.240 -4.737 0.346
H 0.733 -4.180 0.758
H -0.366 -2.864 0.398
H -0.436 -3.699 1.973
H -1.166 -4.593 -0.610
C 4.563 0.979 -1.417
C 4.050 -0.439 -1.216
C 4.586 -1.408 -2.242
O 4.549 -0.881 0.069
H 4.398 1.579 -0.525
H 4.080 1.420 -2.290
H 5.621 0.935 -1.684
H 2.959 -0.448 -1.166
H 4.240 -1.071 -3.230
H 4.224 -2.438 -2.186
H 5.672 -1.460 -2.314
H 4.168 -1.741 0.273
C -1.338 4.947 0.366
C -2.769 4.439 0.368
C -3.799 5.499 0.727
O -3.112 3.933 -0.943
H -0.662 4.124 0.149
H -1.064 5.387 1.323
H -1.194 5.728 -0.383
H -2.912 3.639 1.103
H -3.742 6.337 0.028
H -3.495 5.928 1.689
H -4.827 5.149 0.792
H -3.777 3.240 -0.883
C 1.733 -1.155 2.754
C 2.417 0.137 3.202
C 3.762 -0.171 3.907
O 2.689 0.994 2.100
H 0.687 -1.035 2.466
H 1.748 -1.944 3.507
H 2.257 -1.531 1.870
H 1.751 0.667 3.886
H 4.485 -0.557 3.191
H 3.474 -0.913 4.658
H 4.124 0.698 4.450
H 3.509 0.708 1.675
C 0.315 -0.133 -0.818
C -1.005 0.603 -0.584
C -1.192 0.797 0.931
O -0.958 1.881 -1.215
H 0.472 -0.353 -1.872
H 0.473 -1.016 -0.201
H 1.002 0.618 -0.415
H -1.889 0.099 -0.992
H -0.299 1.273 1.343
H -1.230 -0.167 1.445
H -2.101 1.368 1.118
H -1.772 2.348 -0.947
C -1.864 -2.059 -3.067
C -1.168 -3.314 -3.524
C 0.340 -3.024 -3.741
O -1.379 -4.350 -2.590
H -1.473 -1.795 -2.081
H -2.930 -2.248 -2.914
H -1.789 -1.213 -3.747
H -1.539 -3.586 -4.518
H 0.917 -3.941 -3.846
H 0.683 -2.468 -2.862
H 0.561 -2.340 -4.560
H -1.465 -5.207 -3.013
O -0.945 2.637 -3.911
H -0.404 3.416 -3.769
H -1.274 2.394 -3.022
O 1.805 3.460 1.172
H 1.958 3.201 0.248
H 2.110 2.695 1.694
O 1.564 3.227 -1.634
H 0.726 2.776 -1.399
H 1.306 3.924 -2.242
```

Values from the calculation:
Energy ... -42127.8940 eV
SMILES ... CC(C)O.CC(C)O.CC(C)O.CC(C)O.CC(C)O.CO.CO.CO.O.O.O
E_HOMO ... -10.168 eV
Charge ... 0
Max |F| ... 2.2 eV/Å

***

Computed, not measured: 17 unconnected molecules or ions with the total composition C18H5B3Cl64FNO5S at a distorted geometry, with the ωB97M-V functional and the def2-TZVPD basis.

The geometry in XYZ format:
```
98
C18H5B3Cl64FNO5S, DFT the ωB97M-V functional and the def2-TZVPD basis
N 4.203 -0.962 -0.814
C 4.164 0.418 -1.035
C 3.395 1.051 -2.377
B 1.915 1.620 -1.936
O 1.896 2.935 -1.202
B 1.336 2.535 0.137
O -0.086 2.091 0.117
B -0.327 1.173 -1.045
S -2.024 0.285 -1.003
O -2.946 0.923 0.108
O -2.805 0.430 -2.348
F -1.782 -1.347 -0.529
O 0.614 0.962 -2.163
H 4.737 -1.142 0.089
H 4.683 1.139 -0.247
H 3.381 0.253 -3.241
H 4.063 1.990 -2.688
H 2.031 2.542 1.093
C -4.346 -2.476 2.125
Cl -5.800 -2.247 3.128
Cl -3.849 -4.186 2.181
Cl -4.708 -2.019 0.441
Cl -3.027 -1.453 2.748
C 5.700 -0.309 3.027
Cl 4.045 0.287 3.313
Cl 6.570 -0.415 4.579
Cl 5.629 -1.922 2.274
Cl 6.557 0.816 1.942
C -4.800 -1.380 7.152
Cl -3.630 -1.446 8.494
Cl -3.936 -1.545 5.602
Cl -5.974 -2.709 7.322
Cl -5.659 0.180 7.190
C 5.526 5.127 -2.768
Cl 5.023 4.172 -4.186
Cl 4.316 6.395 -2.446
Cl 5.658 4.058 -1.348
Cl 7.107 5.883 -3.091
C 3.726 -5.373 4.109
Cl 4.605 -3.903 4.599
Cl 2.386 -4.929 3.021
Cl 4.839 -6.475 3.260
Cl 3.073 -6.184 5.554
C 2.826 5.916 -7.522
Cl 3.343 7.110 -8.738
Cl 1.050 5.943 -7.380
Cl 3.357 4.290 -8.022
Cl 3.553 6.319 -5.946
C -9.774 -3.216 5.816
Cl -8.475 -2.058 5.432
Cl -10.225 -4.112 4.343
Cl -9.204 -4.360 7.057
Cl -11.194 -2.332 6.431
C -4.194 0.672 12.381
Cl -2.754 1.691 12.132
Cl -3.694 -0.921 13.002
Cl -5.279 1.454 13.558
Cl -5.049 0.464 10.832
C -1.194 8.612 -9.323
Cl -1.912 8.218 -7.740
Cl -1.671 10.261 -9.797
Cl 0.582 8.517 -9.209
Cl -1.774 7.451 -10.544
C 10.506 4.574 -5.308
Cl 8.820 4.197 -4.871
Cl 11.479 4.747 -3.826
Cl 11.170 3.254 -6.304
Cl 10.554 6.096 -6.232
C 7.206 3.166 -8.944
Cl 6.555 3.666 -7.362
Cl 6.337 4.024 -10.241
Cl 8.940 3.566 -9.025
Cl 6.991 1.409 -9.146
C -6.294 -7.342 1.967
Cl -7.012 -7.736 3.550
Cl -6.771 -5.692 1.493
Cl -4.518 -7.437 2.081
Cl -6.874 -8.503 0.746
C 0.606 -3.819 7.683
Cl 0.686 -4.046 5.917
Cl 2.144 -3.131 8.263
Cl -0.729 -2.707 8.078
Cl 0.323 -5.391 8.472
C -6.294 0.410 -3.547
Cl -4.995 1.567 -3.931
Cl -6.744 -0.486 -5.020
Cl -5.723 -0.734 -2.307
Cl -7.714 1.294 -2.932
C -5.094 1.702 -8.477
Cl -4.239 0.411 -9.359
Cl -4.575 3.289 -9.098
Cl -6.851 1.518 -8.710
Cl -4.711 1.590 -6.740
C 0.606 -9.643 5.446
Cl -0.381 -10.724 4.430
Cl 1.010 -8.170 4.528
Cl -0.312 -9.199 6.907
Cl 2.107 -10.479 5.919
```

Values from the calculation:
Energy ... -847486.8991 eV
E_HOMO ... -10.766 eV
Charge ... 0
Max |F| ... 9.1 eV/Å